a:
The following is a quantum chemistry calculation of a 2-piece molecular cluster, C2H4NO3 overall, from the OMol25 dataset.

Each line ends with the Löwdin charge.
Geometry (Å):
C (-1.80, -0.90, 0.63)  -0.469
N (-0.90, 0.03, 0.34)  0.131
O (-2.99, -0.74, 0.90)  -0.066
H (-1.37, -1.91, 0.57)  0.118
H (0.12, -0.16, 0.39)  0.049
H (-1.13, 1.01, 0.42)  0.100
O (1.55, 1.78, -0.48)  -0.132
C (2.00, 0.66, -0.81)  -0.664
O (1.74, -0.46, -0.33)  -0.153
H (2.77, 0.70, -1.62)  0.086

Properties
Orbital gap   0.327 Ha
LUMO level   4.16 eV
Net charge   -1

***

b:
The following is a quantum chemistry calculation of a 2-piece molecular cluster, C2H4NO3 overall, from the OMol25 dataset.

Each line ends with the Löwdin charge.
Geometry (Å):
C (2.34, 0.03, 0.30)  -0.517
C (-1.33, -0.55, -0.41)  -0.367
N (-0.24, 0.28, -0.64)  -0.307
O (2.72, 1.08, 0.07)  0.176
O (-0.47, 1.47, 0.15)  -0.247
O (2.17, -1.08, 0.53)  0.152
H (-2.30, -0.33, -0.89)  0.018
H (-0.97, -1.53, -0.77)  0.053
H (-1.68, -0.51, 0.65)  0.033
H (-0.23, 1.14, 1.01)  0.006

Properties
Orbital gap   0.182 Ha
LUMO level   3.78 eV
Net charge   -1

***

The winner here is a, beating the second structure by 99.8 kcal/mol.